# 1
Entry from the OMol25 dataset: an isolated molecule of C23H33N5O4 (ωB97M-V with the def2-TZVPD basis set).

Last column: Löwdin charge in e.
CARTESIAN COORDINATES (ANGSTROEM)
1 C 4.9839 3.7205 -0.5348  -0.0903
2 O 5.4168 2.4782 -0.0392  -0.0790
3 C 4.4792 1.5536 0.3155  -0.2658
4 C 3.1051 1.7285 0.1870  -0.0101
5 C 2.2379 0.7191 0.5879  -0.1968
6 C 0.7498 0.8827 0.3774  -0.1174
7 N 0.1830 0.1691 -0.7579  -0.1028
8 C 0.6583 0.5712 -2.0624  -0.1401
9 C 2.0244 -0.0206 -2.4472  -0.1335
10 N 2.1678 -1.3812 -1.9733  0.1108
11 C 1.4363 -1.9843 -1.0208  -0.4815
12 O 1.7432 -3.0699 -0.5606  0.0495
13 C 0.1425 -1.2743 -0.6295  -0.2123
14 C -0.9670 -1.8865 -1.5171  -0.0228
15 C -2.2284 -1.0384 -1.4941  -0.4376
16 O -2.4718 -0.3229 -2.4582  0.0121
17 N -3.0415 -1.0697 -0.4188  0.0046
18 C -4.2274 -0.2152 -0.4607  -0.0426
19 C -4.1384 1.0149 0.3801  -0.3067
20 N -4.7519 1.1348 1.5361  0.0842
21 C -4.4711 2.3809 1.9887  -0.1440
22 C -3.6755 3.0260 1.0880  -0.0756
23 N -3.4661 2.1502 0.0603  -0.0722
24 C -2.7043 2.4554 -1.1184  -0.0038
25 C -2.8831 -1.9578 0.7267  -0.3728
26 C -4.0789 -2.9030 0.8764  -0.0421
27 C -2.6488 -1.1761 2.0189  -0.0347
28 C 2.7341 -0.4550 1.1331  0.0122
29 C 4.1097 -0.6529 1.2269  -0.2556
30 O 4.6942 -1.7820 1.6957  -0.0695
31 C 3.8702 -2.8806 2.0282  -0.0703
32 C 4.9743 0.3565 0.8177  0.0780
33 H 4.3641 4.2522 0.1945  0.0960
34 H 4.4286 3.6112 -1.4729  0.0930
35 H 5.8900 4.2946 -0.7216  0.0934
36 H 2.6952 2.6409 -0.2180  0.1069
37 H 0.5175 1.9417 0.2290  0.1169
38 H 0.2131 0.5447 1.2692  0.1200
39 H -0.0995 0.2647 -2.7876  0.1104
40 H 0.7220 1.6604 -2.0916  0.1271
41 H 2.8347 0.5846 -2.0222  0.1015
42 H 2.1305 -0.0157 -3.5374  0.1220
43 H 3.0311 -1.8496 -2.2167  0.1568
44 H -0.0723 -1.5150 0.4150  0.1431
45 H -1.1422 -2.9184 -1.2157  0.1263
46 H -0.6345 -1.9007 -2.5568  0.1304
47 H -5.0893 -0.7810 -0.1081  0.1223
48 H -4.3816 0.0574 -1.5086  0.1313
49 H -4.8575 2.7287 2.9253  0.0915
50 H -3.2518 4.0094 1.0872  0.1094
51 H -1.6943 2.7579 -0.8380  0.0843
52 H -3.1770 3.2734 -1.6670  0.0985
53 H -2.6382 1.5826 -1.7647  0.0656
54 H -2.0042 -2.5748 0.5377  0.1190
55 H -4.3418 -3.3421 -0.0835  0.0864
56 H -4.9436 -2.3865 1.2836  0.0760
57 H -3.8153 -3.7050 1.5610  0.0825
58 H -3.5498 -0.6498 2.3203  0.0594
59 H -2.3609 -1.8626 2.8114  0.0851
60 H -1.8540 -0.4463 1.8819  0.0682
61 H 2.0501 -1.2105 1.4809  0.1104
62 H 4.5532 -3.6924 2.2722  0.0943
63 H 3.2350 -3.1785 1.1890  0.0721
64 H 3.2479 -2.6601 2.9015  0.0971
65 H 6.0385 0.2133 0.8990  0.1315

Output
highest occupied orbital energy = -0.3110 Ha
structure (SMILES) = COc1cc(CN2CCNC(=O)[C@@H]2CC(=O)N(Cc2nccn2C)C(C)C)cc(OC)c1
total energy = -1470.98957 Eh
net charge = 0

---

# 2
Entry from the OMol25 dataset: a structure of composition C23H34BIrN6O4S3 (ωB97M-V with the def2-TZVPD basis set).

Last column: Löwdin charge in e.
CARTESIAN COORDINATES (ANGSTROEM)
1 Ir -0.4865 1.2460 -0.7398  0.7819
2 C 1.4987 -1.2440 -4.6913  -0.0051
3 C 2.5815 -0.9947 -3.6378  -0.5369
4 C 2.9168 0.4904 -3.6274  -0.0864
5 C 3.8645 -1.7829 -3.9219  -0.0145
6 N 2.0524 -1.4820 -2.3480  0.0180
7 C 1.7124 -2.7971 -2.1913  -0.0293
8 C 1.2531 -2.9609 -0.9280  -0.0470
9 N 1.3004 -1.7526 -0.2974  0.0077
10 B 0.8573 -1.6243 1.1819  -0.5736
11 N -0.6839 -1.7242 1.3124  0.0109
12 C -1.2508 -2.0917 2.4959  -0.0344
13 C -2.5933 -2.1345 2.3285  -0.0208
14 N -2.8655 -1.7967 1.0300  0.0165
15 C -1.6866 -1.5281 0.4297  -0.6270
16 S -1.4478 -0.9780 -1.1824  0.7987
17 C -4.2597 -1.7627 0.5399  -0.5398
18 C -4.8726 -3.1372 0.8284  -0.0169
19 C -4.3610 -1.5039 -0.9585  -0.0886
20 C -4.9866 -0.6464 1.2957  -0.0070
21 N 1.3995 -0.3277 1.8206  0.0032
22 C 2.7083 -0.2321 2.1966  -0.0490
23 C 2.9098 0.9962 2.7224  -0.0309
24 N 1.7178 1.6708 2.6810  0.0120
25 C 0.8140 0.8534 2.1059  -0.6489
26 S -0.8192 1.2180 1.7166  0.7563
27 C 1.6137 3.0480 3.2043  -0.5411
28 C 2.5181 3.9366 2.3444  -0.0082
29 C 0.1927 3.5987 3.1688  -0.0922
30 C 2.0671 2.9976 4.6675  -0.0159
31 C 1.7752 -0.8554 -1.1875  -0.6307
32 S 1.9516 0.8166 -0.8359  0.7849
33 H 1.8353 -0.8741 -5.6546  0.0988
34 H 0.5920 -0.7064 -4.4226  0.0883
35 H 1.2614 -2.2979 -4.7997  0.0825
36 H 3.3013 0.7565 -4.6088  0.1000
37 H 3.6830 0.7238 -2.8923  0.0674
38 H 2.0332 1.0972 -3.4461  0.0386
39 H 4.2913 -1.4458 -4.8610  0.0963
40 H 3.6894 -2.8519 -3.9952  0.0796
41 H 4.5922 -1.6067 -3.1325  0.0962
42 H 1.8177 -3.5200 -2.9707  0.1291
43 H 0.8951 -3.8413 -0.4360  0.1362
44 H 1.3227 -2.5404 1.7748  0.1328
45 H -0.6606 -2.2899 3.3680  0.1383
46 H -3.3564 -2.3763 3.0352  0.1296
47 H -4.3039 -3.9124 0.3201  0.0981
48 H -5.8916 -3.1624 0.4560  0.0970
49 H -4.8998 -3.3683 1.8883  0.0785
50 H -3.8072 -2.2459 -1.5276  0.0710
51 H -4.0125 -0.5100 -1.2243  0.0531
52 H -5.4066 -1.5730 -1.2479  0.0993
53 H -5.0149 -0.8319 2.3655  0.0845
54 H -6.0096 -0.5709 0.9390  0.0983
55 H -4.4962 0.3089 1.1225  0.0936
56 H 3.3967 -1.0394 2.0588  0.1372
57 H 3.8043 1.4302 3.1121  0.1291
58 H 2.2052 3.8944 1.3027  0.0915
59 H 3.5607 3.6377 2.4038  0.0838
60 H 2.4425 4.9670 2.6793  0.0974
61 H -0.1880 3.6860 2.1545  0.0494
62 H 0.2037 4.5961 3.6014  0.0981
63 H -0.4840 2.9856 3.7586  0.0709
64 H 3.0937 2.6608 4.7731  0.0789
65 H 1.4233 2.3215 5.2269  0.0979
66 H 1.9888 3.9873 5.1056  0.0966
67 O -1.7402 2.4332 -4.6792  0.2032
68 C -1.2535 2.3276 -3.6083  -0.5184
69 O -0.3483 1.7569 -3.0220  -0.0746
70 C -2.1893 3.3552 -2.3451  -0.5147
71 O -2.8330 4.1951 -2.8691  0.2071
72 O -1.9281 2.9273 -1.2278  -0.0666

Output
highest occupied orbital energy (spin up / spin down) = -0.4005 / -0.4051 Ha
total energy = -2849.97429 Eh
net charge = +1
spin multiplicity = 2

---

no.,F_max (hartree/bohr)
1,0.0113
2,0.0489